DFT (ωB97M-V/def2-TZVPD) results for a molecular structure, C24H60BeFN4O8Pb in a non-equilibrium geometry.

Calculated values
Total charge   +3
Relative energy (zero: lowest compared OMol25 entry of this formula, charge and spin)   417.0 kcal per mole

Atoms and positions in Å:
Be (-16.971, 4.546, -7.027)
Pb (-25.178, 6.277, -5.818)
F (-21.043, 4.858, -5.903)
C (-29.312, 7.288, -4.976)
O (-28.216, 8.164, -5.291)
C (-28.692, 9.203, -6.111)
C (-27.736, 10.373, -6.156)
N (-26.471, 10.009, -6.827)
C (-25.454, 11.012, -6.534)
C (-24.918, 11.006, -5.078)
O (-24.432, 9.682, -4.684)
C (-23.621, 9.688, -3.519)
H (-29.946, 7.152, -5.852)
H (-29.958, 7.749, -4.229)
H (-29.061, 6.253, -4.740)
H (-29.662, 9.586, -5.793)
H (-28.769, 8.776, -7.111)
H (-27.621, 10.639, -5.106)
H (-28.312, 11.111, -6.715)
H (-26.652, 10.074, -7.819)
H (-25.723, 12.038, -6.782)
H (-24.631, 10.872, -7.235)
H (-25.627, 11.415, -4.359)
H (-24.055, 11.672, -5.094)
H (-24.338, 9.612, -2.702)
H (-22.908, 10.503, -3.394)
H (-23.050, 8.763, -3.426)
C (-14.168, 5.122, -11.111)
O (-14.146, 4.348, -9.943)
C (-12.881, 3.758, -9.742)
C (-12.880, 2.622, -8.653)
N (-14.146, 1.858, -8.563)
C (-14.549, 1.250, -9.857)
C (-15.903, 0.627, -9.737)
O (-16.873, 1.631, -9.544)
C (-18.153, 1.173, -9.782)
H (-15.164, 5.564, -11.141)
H (-14.007, 4.571, -12.038)
H (-13.413, 5.909, -11.089)
H (-12.142, 4.513, -9.472)
H (-12.595, 3.319, -10.698)
H (-12.726, 3.144, -7.709)
H (-11.970, 2.022, -8.654)
H (-13.926, 1.008, -8.064)
H (-13.773, 0.531, -10.116)
H (-14.589, 2.002, -10.645)
H (-15.772, -0.038, -8.883)
H (-16.087, 0.112, -10.680)
H (-18.292, 0.861, -10.817)
H (-18.784, 2.042, -9.596)
H (-18.479, 0.327, -9.177)
C (-27.001, 6.161, -1.810)
O (-26.126, 5.348, -2.518)
C (-25.831, 4.215, -1.684)
C (-25.200, 3.067, -2.523)
N (-26.005, 2.861, -3.750)
C (-25.510, 1.835, -4.717)
C (-26.450, 1.846, -5.960)
O (-26.673, 3.186, -6.303)
C (-27.501, 3.329, -7.436)
H (-26.650, 6.361, -0.798)
H (-27.996, 5.744, -1.655)
H (-27.170, 7.088, -2.358)
H (-26.655, 3.746, -1.147)
H (-25.122, 4.502, -0.908)
H (-25.097, 2.112, -2.009)
H (-24.173, 3.277, -2.822)
H (-26.894, 2.551, -3.382)
H (-25.453, 0.834, -4.288)
H (-24.468, 2.023, -4.977)
H (-27.379, 1.334, -5.709)
H (-25.966, 1.372, -6.814)
H (-27.622, 4.387, -7.668)
H (-28.516, 2.967, -7.270)
H (-27.037, 2.803, -8.270)
C (-13.668, 7.790, 0.792)
O (-14.258, 7.119, -0.249)
C (-13.603, 7.183, -1.514)
C (-14.479, 6.725, -2.677)
N (-14.622, 5.260, -2.855)
C (-15.538, 4.660, -1.834)
C (-15.592, 3.139, -1.967)
O (-16.302, 2.744, -3.160)
C (-17.029, 1.548, -3.071)
H (-14.273, 7.674, 1.691)
H (-13.788, 8.842, 0.530)
H (-12.627, 7.584, 1.037)
H (-12.629, 6.700, -1.448)
H (-13.465, 8.250, -1.689)
H (-14.081, 7.187, -3.581)
H (-15.466, 7.150, -2.495)
H (-13.705, 4.865, -2.704)
H (-16.536, 5.085, -1.946)
H (-15.142, 4.878, -0.843)
H (-16.039, 2.791, -1.036)
H (-14.678, 2.546, -2.010)
H (-17.406, 1.190, -4.029)
H (-17.886, 1.635, -2.404)
H (-16.369, 0.706, -2.864)

Here are the Löwdin charges for atoms 1 to 6, given in e: atom 1 (Be): 0.84, atom 2 (Pb): 1.73, atom 3 (F): -0.67, atom 4 (C): -0.09, atom 5 (O): -0.25, atom 6 (C): -0.25


DFT (ωB97M-V/def2-TZVPD) results for C3H9N3O2S in the gas phase in a non-equilibrium geometry.

Calculated values
Relative energy (zero: lowest compared OMol25 entry of this formula, charge and spin)   18.0 kcal per mole

Atoms and positions in Å:
C (2.467, -0.721, 1.320)
C (-1.338, 1.271, -1.300)
C (-2.138, 0.021, -1.715)
N (3.031, -1.507, 2.310)
N (1.322, -0.195, 1.397)
N (0.016, 0.975, -0.870)
O (-0.651, 1.310, 1.522)
O (-2.140, -0.984, -0.729)
S (-0.152, 0.220, 0.716)
H (3.122, -0.623, 0.442)
H (2.558, -1.502, 3.197)
H (-1.319, 1.973, -2.137)
H (-1.829, 1.756, -0.451)
H (-1.672, -0.442, -2.591)
H (-3.163, 0.311, -1.978)
H (4.038, -1.532, 2.339)
H (0.472, 0.343, -1.517)
H (-2.625, -0.676, 0.044)

Here are the Löwdin charges for atoms 1 to 6, given in e: atom 1 (C): -0.34, atom 2 (C): -0.29, atom 3 (C): -0.27, atom 4 (N): 0.09, atom 5 (N): -0.17, atom 6 (N): -0.21


DFT (ωB97M-V/def2-TZVPD) results for a molecular structure, C3H7NOS in a non-equilibrium geometry.

Calculated values
Relative energy (zero: lowest compared OMol25 entry of this formula, charge and spin)   153.5 kcal per mole

Atoms and positions in Å:
C (0.406, -0.875, -0.080)
C (-0.917, -1.393, 0.399)
C (-0.047, 0.426, -0.462)
N (1.627, 2.242, 0.337)
O (-2.734, 0.632, -0.182)
S (-1.535, 0.399, 0.602)
H (1.060, -0.783, 0.785)
H (0.910, -1.422, -0.853)
H (-1.555, -1.882, -0.329)
H (-0.975, -1.946, 1.412)
H (0.165, 0.902, -1.343)
H (1.992, 1.273, 0.391)
H (1.605, 2.428, -0.677)

Here are the Löwdin charges for atoms 1 to 6, given in e: atom 1 (C): -0.33, atom 2 (C): -0.27, atom 3 (C): -0.20, atom 4 (N): 0.01, atom 5 (O): -0.52, atom 6 (S): 0.95


DFT (ωB97M-V/def2-TZVPD) results for a molecular structure, C5H9NO in a non-equilibrium geometry.

Calculated values
Relative energy (zero: lowest compared OMol25 entry of this formula, charge and spin)   158.6 kcal per mole

Atoms and positions in Å:
C (0.824, 0.289, 0.442)
C (0.065, 0.629, -0.853)
C (-0.596, -0.530, -1.310)
C (-1.041, -1.248, -0.158)
C (-0.529, -0.147, 0.896)
H (2.087, 1.138, 2.014)
H (2.053, 1.856, 0.397)
H (1.234, -0.859, 0.706)
H (0.637, 1.387, -1.600)
H (-1.729, -0.213, -1.716)
H (0.108, -1.187, -1.973)
H (-0.627, -2.023, 0.176)
H (-2.103, -1.540, -0.054)
H (-0.742, -0.023, 1.988)
N (1.357, 1.449, 1.104)
O (-0.997, 1.022, -0.060)

Here are the Löwdin charges for atoms 1 to 6, given in e: atom 1 (C): -0.38, atom 2 (C): -0.37, atom 3 (C): -0.23, atom 4 (C): -0.14, atom 5 (C): -0.11, atom 6 (H): 0.18


DFT (ωB97M-V/def2-TZVPD) results for 7 unconnected molecules or ions with the total composition C49H52F7N3O4PS in a non-equilibrium geometry.

Calculated values
Total charge   +1

Atoms and positions in Å:
C (-0.095, 3.626, -1.023)
C (-1.183, 2.559, -1.530)
C (-0.617, 1.099, -1.896)
N (0.633, 0.674, -1.238)
N (0.469, 0.085, 0.004)
N (-0.655, 0.308, 0.661)
C (-0.824, -0.297, 1.934)
P (-2.489, -0.018, 2.844)
O (-3.622, 0.626, 1.723)
O (-2.323, 1.071, 4.153)
S (-3.162, -1.761, 3.396)
C (0.270, -1.196, 2.665)
C (1.612, -1.384, 1.827)
C (2.776, -2.241, 2.507)
C (2.317, -3.757, 2.891)
O (2.648, -4.767, 2.218)
F (1.528, -3.859, 4.103)
C (1.645, -0.704, 0.421)
C (2.948, -0.897, -0.491)
O (2.705, -1.365, -1.833)
C (1.698, -2.407, -1.901)
C (2.021, -3.708, -0.985)
C (3.262, -4.573, -1.570)
H (0.678, 3.809, -1.867)
H (0.509, 3.108, -0.172)
H (-0.521, 4.586, -0.573)
H (-1.748, 3.045, -2.414)
H (-1.954, 2.430, -0.683)
H (-0.395, 1.125, -3.047)
H (-1.480, 0.327, -1.803)
H (1.402, 1.354, -1.258)
H (-3.622, -0.007, 0.959)
H (-1.350, 1.252, 4.262)
H (0.107, -1.663, 3.702)
H (3.776, -2.241, 1.956)
H (2.984, -1.738, 3.536)
H (3.749, -1.568, -0.027)
H (3.435, 0.154, -0.597)
H (0.609, -2.019, -1.757)
H (1.718, -2.799, -2.995)
H (2.111, -3.480, 0.133)
H (1.084, -4.390, -1.095)
H (2.853, -5.301, -2.365)
H (4.058, -3.900, -2.042)
H (3.672, -5.194, -0.696)
F (-2.273, -4.851, 10.035)
C (-1.601, -4.901, 8.876)
C (-0.616, -5.862, 8.701)
C (0.078, -5.917, 7.496)
C (-0.214, -5.004, 6.484)
C (-1.202, -4.041, 6.674)
C (-1.904, -3.992, 7.874)
H (-0.397, -6.558, 9.502)
H (0.845, -6.669, 7.345)
H (0.330, -5.045, 5.547)
H (-1.425, -3.328, 5.886)
H (-2.682, -3.255, 8.035)
F (-0.285, 3.335, 3.240)
C (-0.279, 4.047, 4.384)
C (0.881, 4.111, 5.141)
C (0.887, 4.850, 6.320)
C (-0.270, 5.508, 6.733)
C (-1.430, 5.432, 5.967)
C (-1.433, 4.702, 4.783)
H (1.769, 3.586, 4.808)
H (1.791, 4.914, 6.916)
H (-0.265, 6.081, 7.655)
H (-2.331, 5.942, 6.292)
H (-2.325, 4.640, 4.169)
F (-4.285, 1.980, -2.157)
C (-4.422, 1.054, -3.120)
C (-4.766, -0.244, -2.773)
C (-4.913, -1.202, -3.772)
C (-4.703, -0.854, -5.104)
C (-4.353, 0.452, -5.440)
C (-4.217, 1.413, -4.443)
H (-4.918, -0.498, -1.730)
H (-5.190, -2.219, -3.512)
H (-4.814, -1.603, -5.882)
H (-4.186, 0.720, -6.478)
H (-3.954, 2.436, -4.688)
F (-1.973, 8.466, 3.557)
C (-2.878, 7.898, 2.748)
C (-2.479, 6.896, 1.876)
C (-3.420, 6.302, 1.040)
C (-4.747, 6.724, 1.077)
C (-5.136, 7.735, 1.953)
C (-4.198, 8.321, 2.798)
H (-1.441, 6.586, 1.855)
H (-3.119, 5.512, 0.359)
H (-5.479, 6.264, 0.421)
H (-6.169, 8.065, 1.978)
H (-4.484, 9.103, 3.492)
F (-0.368, 0.616, -5.188)
C (0.588, 1.350, -5.783)
C (0.749, 2.680, -5.422)
C (1.742, 3.439, -6.033)
C (2.555, 2.863, -7.007)
C (2.381, 1.529, -7.365)
C (1.396, 0.766, -6.746)
H (0.101, 3.113, -4.668)
H (1.881, 4.478, -5.753)
H (3.327, 3.458, -7.487)
H (3.013, 1.084, -8.127)
H (1.253, -0.276, -7.006)
F (5.083, -4.108, -4.026)
C (5.156, -5.222, -4.775)
C (6.379, -5.853, -4.941)
C (6.452, -7.009, -5.712)
C (5.304, -7.514, -6.318)
C (4.082, -6.868, -6.149)
C (4.006, -5.719, -5.369)
H (7.263, -5.441, -4.468)
H (7.403, -7.515, -5.842)
H (5.363, -8.413, -6.924)
H (3.189, -7.261, -6.625)
H (3.061, -5.209, -5.219)

Here are the Löwdin charges for atoms 1 to 6, given in e: atom 1 (C): -0.11, atom 2 (C): -0.24, atom 3 (C): -0.18, atom 4 (N): 0.02, atom 5 (N): -0.08, atom 6 (N): 0.14


DFT (ωB97M-V/def2-TZVPD) results for C6H9NO in the gas phase.

Calculated values
SMILES string   C/C=C\[C@@]1(C)NC1=O
Relative energy (zero: lowest compared OMol25 entry of this formula, charge and spin)   46.2 kcal per mole

Atoms and positions in Å:
C (-2.226, -0.337, 0.704)
C (-1.608, 0.812, -0.018)
C (-0.348, 0.960, -0.404)
C (0.788, 0.024, -0.229)
C (2.068, 0.452, -0.919)
N (0.910, -0.635, 1.108)
C (0.668, -1.427, 0.064)
O (0.506, -2.549, -0.301)
H (-1.594, -1.210, 0.704)
H (-2.434, -0.049, 1.740)
H (-3.180, -0.591, 0.239)
H (-2.293, 1.622, -0.241)
H (-0.071, 1.863, -0.930)
H (1.932, 0.401, -1.999)
H (2.892, -0.203, -0.645)
H (2.334, 1.476, -0.653)
H (1.658, -0.609, 1.779)

Here are the Löwdin charges for atoms 1 to 6, given in e: atom 1 (C): -0.08, atom 2 (C): -0.14, atom 3 (C): -0.06, atom 4 (C): -0.36, atom 5 (C): -0.02, atom 6 (N): 0.20


DFT (ωB97M-V/def2-TZVPD) results for 3 unconnected molecules or ions with the total composition C14H38NO9P2S in a non-equilibrium geometry.

Calculated values
Total charge   +1

Atoms and positions in Å:
N (-2.786, 2.781, 4.684)
S (-2.995, 1.479, 3.679)
C (-4.755, 1.290, 3.327)
C (-5.696, 2.433, 3.785)
O (-6.282, 3.060, 2.654)
H (-1.815, 2.830, 4.978)
H (-3.052, 3.645, 4.221)
H (-2.452, 1.842, 2.488)
H (-4.880, 1.159, 2.253)
H (-5.046, 0.365, 3.819)
H (-5.200, 3.192, 4.388)
H (-6.524, 2.000, 4.336)
H (-5.618, 3.631, 2.251)
O (-0.323, 2.882, 0.631)
P (0.434, 3.013, -0.631)
O (1.952, 3.363, -0.330)
C (2.770, 2.433, 0.406)
C (3.285, 1.312, -0.472)
O (-0.030, 4.456, -1.225)
C (-1.254, 5.077, -0.841)
C (-0.988, 6.230, 0.102)
O (0.593, 2.313, -2.037)
C (-0.552, 2.194, -2.920)
C (-0.310, 3.037, -4.148)
H (2.206, 2.037, 1.255)
H (3.601, 3.012, 0.804)
H (2.472, 0.671, -0.819)
H (3.996, 0.689, 0.070)
H (3.772, 1.717, -1.359)
H (-1.938, 4.353, -0.393)
H (-1.723, 5.445, -1.757)
H (-0.456, 5.887, 0.990)
H (-1.922, 6.705, 0.410)
H (-0.360, 6.978, -0.381)
H (-1.473, 2.488, -2.411)
H (-0.643, 1.143, -3.191)
H (-0.273, 4.095, -3.894)
H (-1.103, 2.878, -4.879)
H (0.646, 2.779, -4.601)
O (2.989, -2.718, -0.649)
P (1.920, -3.751, -0.749)
O (1.482, -3.731, 0.847)
C (0.849, -2.585, 1.389)
C (-0.638, -2.545, 1.072)
O (2.775, -5.130, -0.761)
C (4.045, -5.214, -1.425)
C (5.166, -5.233, -0.411)
O (0.523, -4.492, -1.069)
C (0.376, -5.273, -2.285)
C (0.202, -6.724, -1.909)
H (1.348, -1.677, 1.032)
H (0.994, -2.638, 2.469)
H (-0.810, -2.409, 0.002)
H (-1.124, -1.721, 1.601)
H (-1.115, -3.482, 1.357)
H (4.173, -4.397, -2.135)
H (4.041, -6.145, -1.996)
H (5.137, -4.339, 0.211)
H (6.135, -5.284, -0.907)
H (5.064, -6.093, 0.250)
H (1.231, -5.136, -2.949)
H (-0.510, -4.906, -2.804)
H (1.104, -7.115, -1.440)
H (-0.023, -7.321, -2.792)
H (-0.611, -6.835, -1.190)

Here are the Löwdin charges for atoms 1 to 6, given in e: atom 1 (N): -0.23, atom 2 (S): 1.11, atom 3 (C): -0.31, atom 4 (C): -0.26, atom 5 (O): -0.04, atom 6 (H): 0.08


DFT (ωB97M-V/def2-TZVPD) results for a molecular structure, C3H12N3S in a non-equilibrium geometry.

Calculated values
Total charge   +1
Relative energy (zero: lowest compared OMol25 entry of this formula, charge and spin)   59.6 kcal per mole

Atoms and positions in Å:
C (-0.030, -0.993, -0.913)
C (0.807, 0.576, 1.032)
C (0.926, -0.558, 0.139)
N (1.757, -1.544, 0.530)
N (-2.588, 0.747, -0.522)
N (-0.342, 1.221, 1.130)
S (1.966, 1.156, -0.858)
H (-0.728, -0.167, -1.050)
H (-0.786, -1.725, -0.657)
H (0.489, -1.464, -1.706)
H (1.572, 0.686, 1.665)
H (2.537, -1.528, 1.130)
H (1.850, -2.332, -0.064)
H (-2.910, 1.648, -0.242)
H (-2.724, 0.579, -1.516)
H (-1.101, 0.907, 0.464)
H (-0.646, 1.923, 1.762)
H (-3.266, 0.181, -0.037)
H (3.215, 0.689, -0.288)

Here are the Löwdin charges for atoms 1 to 6, given in e: atom 1 (C): -0.06, atom 2 (C): -0.27, atom 3 (C): -0.56, atom 4 (N): 0.15, atom 5 (N): 0.03, atom 6 (N): 0.15


Number 1: electronic energy -2077.2785 hartree. Number 2: electronic energy -832.5640 hartree. Number 3: electronic energy -646.4673 hartree. Number 4: electronic energy -325.6847 hartree. Number 5: electronic energy -3801.7298 hartree. Number 6: electronic energy -363.9505 hartree. Number 7: electronic energy -2368.8401 hartree. Number 8: electronic energy -683.6716 hartree.